--- i ---
{
  "formula": "C5H7BrO",
  "method": "ωB97M-V/def2-TZVPD",
  "elements": ["C", "C", "C", "C", "C", "O", "Br", "H", "H", "H", "H", "H", "H", "H"],
  "coordinates": [[-0.6722, 1.1298, -0.0120], [0.3674, 1.3772, -1.1404], [1.2458, 0.4150, -0.4981], [-0.7372, -0.4031, -0.0139], [-0.9224, -1.2584, 1.2176], [-0.8475, 1.8396, 0.9162], [-1.4579, -1.2701, -1.7092], [-0.1792, 1.1005, -2.0008], [0.7734, 2.4903, -1.0843], [1.6948, -0.3223, -1.2427], [1.8829, 0.5941, 0.3649], [-1.8348, -1.0213, 1.8014], [-0.0913, -0.9912, 1.9213], [-1.0894, -2.2654, 0.8980]],
  "homo_energy_ev": -9.10
}

=====

--- ii ---
{
  "formula": "C5H7BrO",
  "method": "ωB97M-V/def2-TZVPD",
  "elements": ["O", "C", "C", "C", "C", "C", "Br", "H", "H", "H", "H", "H", "H", "H"],
  "coordinates": [[-1.0628, -1.7098, 0.9174], [-0.8188, -0.4381, 0.6260], [0.5307, 0.1955, 1.2023], [1.3460, 0.7818, 0.2970], [0.7057, 0.7833, -1.0768], [-0.3515, -0.3407, -1.0092], [-1.9379, 0.0843, -2.1319], [-1.4616, -1.9285, 1.8823], [-1.6795, 0.2922, 0.8780], [0.8056, 0.1083, 2.2233], [2.3655, 1.1011, 0.4046], [0.1218, 1.6687, -1.0295], [1.3715, 0.7518, -1.8911], [0.0653, -1.3499, -1.2923]],
  "homo_energy_ev": -9.55,
  "smiles": "O[C@H]1C=CC[C@@H]1Br"
}

=====

Preferred: ii; penalty for the next structure: 1.680 eV.